[1]
{"formula": "C22H24IrN5O2", "method": "ωB97M-V/def2-TZVPD", "e_lumo_ev": -6.42, "total_charge": 2, "gap_ev": 7.269, "max_force_ev_per_a": 2.16, "species": ["Ir", "O", "O", "N", "N", "N", "N", "N", "C", "C", "C", "C", "C", "C", "C", "C", "C", "C", "C", "C", "C", "C", "C", "C", "C", "C", "C", "C", "C", "C", "H", "H", "H", "H", "H", "H", "H", "H", "H", "H", "H", "H", "H", "H", "H", "H", "H", "H", "H", "H", "H", "H", "H", "H"], "coordinates": [[-0.0651, 0.7996, -0.7566], [-0.5072, -2.9561, 0.6821], [0.4290, 1.3757, 1.2399], [0.1312, 2.4909, -1.8168], [-1.5617, -3.5388, -1.3311], [-0.1613, -0.6762, 0.7332], [-1.9104, 1.5248, -0.6240], [-0.7984, -0.1817, -2.4417], [2.3046, 1.8366, -1.3013], [0.4503, -0.4430, 2.9705], [2.2338, 0.4411, -1.5037], [1.5138, 2.7578, -2.2141], [3.5603, 1.4662, 0.7145], [-0.2127, -1.9241, 1.2811], [2.8285, -0.4250, -0.5682], [0.6104, -2.2804, 4.9957], [0.2258, -2.7280, 3.7264], [-3.0679, 1.2043, -0.0239], [-3.4020, 3.1576, -1.0881], [3.4722, 0.0850, 0.5403], [2.9661, 2.3352, -0.1850], [-2.0885, 2.7309, -1.2934], [-1.7218, -2.5254, -2.4242], [-0.4757, -1.6337, -2.5169], [0.2569, 0.2121, 1.6729], [-0.9224, 3.2462, -1.9064], [-4.0225, 2.1850, -0.3072], [0.8297, 0.0071, 4.2140], [0.1523, -1.7885, 2.7280], [0.9044, -0.9454, 5.2343], [-1.2484, -3.0779, -0.4131], [-0.8817, 4.2137, -2.3966], [1.0517, 1.0490, 4.4004], [1.1939, -0.6367, 6.2294], [-0.5703, 0.2958, -3.3121], [-5.0421, 2.1878, 0.0395], [-3.1613, 0.3160, 0.5818], [3.9398, -0.5813, 1.2527], [-2.4385, -4.0329, -1.1594], [3.0065, 3.4037, -0.0187], [4.0905, 1.8633, 1.5702], [-1.9230, -3.0556, -3.3522], [1.7887, 3.8033, -2.0793], [-0.8670, -4.2470, -1.5744], [1.9435, 0.0599, -2.4766], [0.1811, -1.8589, -1.6765], [-3.8434, 4.0641, -1.4693], [-0.0017, -3.7693, 3.5431], [-1.8024, -0.0425, -2.3172], [0.0810, -1.8289, -3.4315], [2.8145, -1.4942, -0.7421], [0.6792, -2.9893, 5.8095], [-2.6090, -1.9446, -2.1740], [1.6670, 2.4929, -3.2639]]}

***

[2]
{"formula": "C22H24IrNO5", "method": "ωB97M-V/def2-TZVPD", "e_lumo_ev": [3.74, 3.66], "total_charge": -2, "multiplicity": 5, "gap_ev": [2.840, 5.835], "s_squared": 6.037, "max_force_ev_per_a": 7.14, "species": ["Ir", "O", "O", "O", "O", "O", "N", "C", "C", "C", "C", "C", "C", "C", "C", "C", "C", "C", "C", "C", "C", "C", "C", "C", "C", "C", "C", "C", "C", "H", "H", "H", "H", "H", "H", "H", "H", "H", "H", "H", "H", "H", "H", "H", "H", "H", "H", "H", "H", "H", "H", "H", "H"], "coordinates": [[0.6342, 1.4431, -1.3553], [-5.0443, -0.6738, 7.7225], [-0.9906, 1.4489, 2.1624], [-4.8444, -2.7309, 6.9463], [1.1659, -0.3793, -1.9890], [-0.1773, -0.6549, 2.2879], [-4.5661, -1.4980, 6.8916], [-3.5670, -1.0152, 6.0009], [1.3503, 2.3396, 0.2040], [-2.9818, -1.9387, 5.0971], [-0.8859, 0.3070, 2.7084], [1.8802, 0.9913, 0.3940], [-2.1472, -1.4709, 4.0579], [-1.7782, -0.0933, 3.9494], [2.0687, 2.8573, -0.9400], [2.6415, 0.6400, -0.7349], [-0.6407, 0.5831, -2.9818], [1.1064, -1.7265, -4.5885], [1.5440, -1.7235, -1.4083], [-0.7632, 1.9790, -2.9561], [-2.3617, 0.7791, 4.9067], [-1.1203, 2.3726, -1.5883], [2.0885, -1.2584, -3.6279], [2.3402, -2.0408, -2.5211], [2.7938, 1.7945, -1.5056], [-1.4226, 1.1149, -0.9257], [-3.1832, 0.3402, 5.9370], [-1.0119, 0.0449, -1.7693], [2.7725, -0.1026, -3.9197], [2.0897, -3.1289, -2.7669], [1.7310, -2.2898, -5.3394], [-1.2511, 3.3522, -1.1884], [2.0672, 3.8810, -1.3077], [-3.6002, 0.9562, 6.7166], [-0.5079, 2.6627, -3.7568], [0.7846, 2.9154, 0.9287], [3.2552, 0.3916, -3.0907], [3.5989, -0.3779, -4.6484], [3.3489, 1.9167, -2.3922], [-0.3312, 0.0635, -3.8321], [-3.1954, -3.0179, 5.1698], [1.9771, -1.6561, -0.3518], [-2.2585, 1.8442, 4.8568], [0.3083, -2.3550, -4.1902], [0.7331, -0.8809, -5.1525], [-1.7933, 0.9821, 0.0839], [-1.0959, -0.9788, -1.4449], [3.3885, -2.0138, -2.2555], [1.6619, 0.3257, 1.1964], [-1.7609, -2.1526, 3.2822], [2.1039, 0.5457, -4.4788], [0.6991, -2.4035, -1.5618], [3.1474, -0.3106, -0.9311]]}

***

[3]
{"formula": "C22H24N2O4", "method": "ωB97M-V/def2-TZVPD", "e_lumo_ev": 0.18, "total_charge": 0, "gap_ev": 8.752, "smiles": "CCCc1cc(=O)oc2cc(C)cc(O[C@@H](C)C(=O)NCc3cccnc3)c12", "max_force_ev_per_a": 0.89, "species": ["O", "O", "O", "O", "N", "N", "C", "C", "C", "C", "C", "C", "C", "C", "C", "C", "C", "C", "C", "C", "C", "C", "C", "C", "C", "C", "C", "C", "H", "H", "H", "H", "H", "H", "H", "H", "H", "H", "H", "H", "H", "H", "H", "H", "H", "H", "H", "H", "H", "H", "H", "H"], "coordinates": [[-1.7720, 0.6667, -2.5201], [3.6734, -0.1978, 1.6893], [0.6010, 1.4217, 1.5821], [-3.9477, 0.2924, -2.6476], [1.5855, -1.0626, 1.8819], [-1.2290, -2.4647, -0.9615], [0.5194, 0.9624, -2.5458], [-3.0100, 0.5650, -1.9408], [-1.9710, 1.1102, 0.2294], [1.5114, -2.2338, -1.2870], [1.8103, -2.3376, 1.2305], [0.6638, -2.2122, -2.3823], [-0.7020, -2.3244, -2.1654], [1.8413, 1.2845, 2.2665], [-3.0615, 0.8339, -0.5248], [0.5835, 1.3067, 0.2210], [-0.4154, -2.5021, 0.0758], [-0.6740, 1.1140, -0.4096], [-2.2179, 0.1033, 2.5052], [0.9692, -2.3891, -0.0180], [-0.6583, 0.9191, -1.8047], [1.7414, 1.3431, -0.5343], [3.0076, 1.2435, -2.6849], [2.4894, -0.0657, 1.9063], [1.7258, 1.1820, -1.9183], [-2.1829, 1.3989, 1.6870], [-2.5045, 0.3792, 3.9747], [1.5475, 1.3590, 3.7615], [0.8712, 0.5612, 4.0573], [-2.5076, -0.5473, 4.5446], [0.4532, 0.8136, -3.6113], [3.7919, 0.7004, -2.1620], [1.0878, 2.3152, 3.9989], [3.3312, 2.2795, -2.7831], [-1.2574, -0.4079, 2.4116], [2.5322, 2.0922, 1.9925], [-3.1455, 1.9016, 1.8024], [-1.7499, 1.0411, 4.3945], [-1.4036, 2.0528, 2.0710], [1.0543, -2.1056, -3.3818], [2.4760, 1.2622, 4.3167], [1.5370, -3.1464, 1.9165], [-3.4760, 0.8538, 4.0899], [2.8757, -2.3997, 1.0003], [2.5802, -2.1338, -1.4109], [0.6158, -0.8069, 2.0165], [2.6975, 1.4928, -0.0612], [-2.9832, -0.5584, 2.0941], [-4.0488, 0.8198, -0.0904], [-1.4085, -2.2971, -2.9834], [2.8851, 0.8282, -3.6812], [-0.8977, -2.6365, 1.0372]]}

***

[4]
{"formula": "C22H24N4O4S3Sn", "method": "ωB97M-V/def2-TZVPD", "e_lumo_ev": -8.01, "total_charge": 2, "gap_ev": 6.381, "max_force_ev_per_a": 0.94, "species": ["Sn", "S", "S", "S", "O", "O", "O", "O", "N", "N", "N", "N", "C", "C", "C", "C", "C", "C", "C", "C", "C", "C", "C", "C", "C", "C", "C", "C", "C", "C", "C", "C", "C", "C", "H", "H", "H", "H", "H", "H", "H", "H", "H", "H", "H", "H", "H", "H", "H", "H", "H", "H", "H", "H", "H", "H", "H", "H"], "coordinates": [[0.5068, -2.4148, 1.3271], [-1.4726, 1.4781, -0.6161], [0.6154, 1.9841, -0.7066], [1.9210, -0.7863, -0.1515], [1.1888, -1.9740, -0.7589], [0.7285, 0.0126, 0.4504], [2.6825, -0.0055, -1.0693], [2.5935, -1.3343, 1.0388], [-3.7333, -2.9346, -0.2456], [-2.3519, 3.1835, -2.6196], [0.3023, 4.2012, -2.4168], [-1.8119, -2.4190, 0.6349], [2.2935, 4.1995, -3.8348], [-1.4997, 2.7464, -1.7708], [-3.9210, -2.9677, 1.1199], [-2.4548, -2.6038, -0.5080], [-6.3350, 5.4605, -3.2373], [2.5863, 5.1711, -4.7838], [-3.7628, 2.7374, -2.6672], [3.1457, 4.8034, -6.0002], [-0.1003, 3.2015, -1.7327], [-1.8672, -2.4757, -1.8715], [2.5415, 2.8553, -4.1074], [3.3949, 3.4659, -6.2709], [-4.6839, 3.9096, -2.4310], [-0.7145, 4.9869, -3.1465], [1.7301, 4.5923, -2.4909], [-2.7222, -2.6490, 1.6571], [-5.5463, 5.6111, -0.9670], [-5.4901, 4.3810, -3.4602], [-4.7077, 4.5298, -1.1837], [-6.3570, 6.0780, -1.9953], [3.0900, 2.4924, -5.3266], [-1.8542, 4.1233, -3.6541], [2.2574, 4.0849, -1.6831], [-2.4470, -2.5726, 2.6958], [3.3908, 5.5628, -6.7304], [-4.8628, -3.2213, 1.5742], [-0.8244, -2.1807, -1.7817], [3.2891, 1.4494, -5.5355], [-5.5673, 6.0918, 0.0021], [-4.0787, 4.1617, -0.3776], [2.4071, 6.2187, -4.5652], [-7.0104, 6.9235, -1.8257], [1.7958, 5.6687, -2.3389], [-1.5491, 3.5213, -4.5134], [3.8431, 3.1815, -7.2136], [2.3467, 2.0920, -3.3580], [-1.9084, -3.4259, -2.4061], [-5.4731, 3.8943, -4.4301], [-3.9470, 2.3012, -3.6494], [-2.6800, 4.7620, -3.9596], [-1.0897, 5.7577, -2.4699], [-3.8869, 1.9699, -1.9031], [-6.9709, 5.8186, -4.0361], [-0.2318, 5.4749, -3.9904], [-4.4374, -3.1491, -0.9329], [-2.4084, -1.7344, -2.4620]]}